[1]
{"formula": "C34H53FN4O4", "method": "the ωB97M-V functional and the def2-TZVPD basis", "species": ["C", "C", "C", "C", "C", "C", "C", "C", "C", "C", "C", "C", "F", "C", "O", "N", "C", "N", "C", "C", "O", "H", "H", "H", "H", "H", "H", "H", "H", "H", "H", "H", "H", "H", "H", "H", "H", "H", "C", "C", "C", "C", "C", "C", "N", "O", "C", "C", "C", "H", "H", "H", "H", "H", "H", "H", "H", "H", "H", "H", "H", "H", "H", "H", "H", "H", "H", "C", "C", "C", "C", "C", "C", "N", "O", "C", "C", "C", "H", "H", "H", "H", "H", "H", "H", "H", "H", "H", "H", "H", "H", "H", "H", "H", "H", "H"], "xyz": [[0.3130, 0.2968, -2.7961], [0.3018, 1.2077, -3.5721], [0.2899, 2.3124, -4.5239], [0.5642, 1.7637, -5.9238], [-0.1910, 0.6731, -6.3270], [0.0347, 0.1175, -7.5630], [0.9958, 0.6522, -8.3810], [1.7251, 1.7552, -8.0230], [1.5186, 2.3319, -6.7709], [2.2849, 3.5560, -6.3180], [3.3535, 4.0484, -7.2855], [4.5124, 3.0633, -7.4551], [4.8430, 2.9331, -8.7943], [1.0304, -0.1863, -9.6396], [1.4999, 0.1252, -10.6907], [0.3009, -1.3752, -9.3418], [1.1015, -2.5486, -8.8774], [2.5302, -2.3405, -9.0447], [3.2262, -3.5836, -8.6591], [-0.6028, -1.0453, -8.2610], [-1.6311, -1.6026, -8.0287], [0.3785, -0.6837, -2.4016], [-0.6857, 2.7883, -4.4857], [1.0835, 2.9839, -4.2248], [-0.9487, 0.2512, -5.6830], [2.4652, 2.1514, -8.7003], [1.5459, 4.3580, -6.2656], [2.6864, 3.4565, -5.3142], [3.7765, 4.9565, -6.8584], [2.9257, 4.3394, -8.2385], [4.1803, 2.0780, -7.1339], [5.3833, 3.3469, -6.8743], [0.8746, -2.7295, -7.8156], [0.7620, -3.4357, -9.3986], [2.7937, -1.6789, -8.3204], [4.2439, -3.5924, -9.0306], [2.7019, -4.4402, -9.0695], [3.2316, -3.7217, -7.5751], [-3.1252, 0.7676, 2.8135], [-3.1947, 0.2485, 1.3566], [-4.4274, -0.6401, 1.1683], [-4.2894, -2.0439, 1.7562], [-2.9988, -2.7047, 1.2787], [-1.7616, -1.8529, 1.5597], [-1.9330, -0.4748, 1.0107], [-1.7662, -0.4856, -0.2739], [-1.4890, -1.8213, 3.0756], [-0.5322, -2.5124, 0.9445], [-3.3482, 1.4838, 0.4738], [-2.0933, 0.9162, 3.1278], [-3.6288, 1.7291, 2.9069], [-3.6087, 0.0970, 3.5240], [-4.6427, -0.7360, 0.0991], [-5.2943, -0.1418, 1.6082], [-4.3234, -2.0080, 2.8484], [-5.1435, -2.6497, 1.4472], [-2.8807, -3.6787, 1.7582], [-3.0761, -2.8965, 0.2035], [-0.6541, -1.1615, 3.3114], [-1.2231, -2.8202, 3.4215], [-2.3393, -1.5126, 3.6772], [-0.6473, -2.6876, -0.1242], [-0.3622, -3.4785, 1.4183], [0.3575, -1.8994, 1.0996], [-2.4708, 2.1291, 0.5437], [-4.2170, 2.0534, 0.8026], [-3.5063, 1.2273, -0.5722], [1.9394, 1.3058, 6.7834], [0.4551, 0.8645, 6.7258], [-0.3946, 1.7403, 7.6511], [-0.2601, 1.4063, 9.1360], [-0.4649, -0.0876, 9.3747], [0.4561, -0.9527, 8.5156], [0.3364, -0.5852, 7.0736], [-0.7583, -1.0780, 6.5850], [1.9086, -0.8067, 9.0056], [0.1101, -2.4249, 8.7114], [0.0003, 1.0972, 5.2899], [2.6094, 0.4635, 6.6128], [2.1541, 2.0440, 6.0120], [2.2035, 1.7696, 7.7337], [-1.4488, 1.6429, 7.3717], [-0.1334, 2.7881, 7.4860], [0.7141, 1.7277, 9.5144], [-1.0044, 1.9698, 9.7018], [-0.2987, -0.3213, 10.4284], [-1.5083, -0.3413, 9.1626], [2.5917, -1.3582, 8.3581], [1.9994, -1.2200, 10.0101], [2.2560, 0.2211, 9.0673], [-0.9346, -2.6372, 8.4921], [0.2914, -2.7064, 9.7482], [0.7305, -3.0591, 8.0762], [0.5513, 0.4624, 4.5936], [0.1827, 2.1366, 5.0185], [-1.0641, 0.9111, 5.1619]], "mulliken_spin": [0.002, -0.003, 0.000, 0.000, 0.000, 0.000, 0.000, 0.000, 0.000, 0.000, 0.000, 0.000, 0.000, 0.000, 0.000, 0.000, 0.000, 0.000, 0.000, 0.000, 0.000, 0.002, 0.000, 0.000, 0.000, 0.000, 0.000, 0.000, 0.000, 0.000, 0.000, 0.000, 0.000, 0.000, 0.000, 0.000, 0.000, 0.000, 0.053, 0.005, 0.021, -0.020, 0.022, 0.004, 0.328, 0.580, 0.043, -0.003, 0.000, -0.033, 0.002, 0.001, 0.003, 0.001, -0.001, 0.002, 0.001, 0.004, -0.018, 0.002, 0.007, -0.001, 0.001, -0.002, -0.003, 0.001, 0.002, 0.013, 0.021, 0.027, -0.020, 0.025, 0.022, 0.367, 0.563, 0.013, -0.003, -0.036, -0.013, 0.001, 0.002, 0.001, 0.000, 0.000, 0.002, 0.000, 0.004, -0.008, 0.000, 0.001, -0.001, 0.001, -0.001, 0.002, 0.000, 0.014], "e_homo_ev": [-8.4073, -9.3158], "s2": 2.01, "gap_ev": [8.54, 9.45], "spin_multiplicity": 3, "lumo_energy_ev": [0.1, 0.1]}

[2]
{"formula": "C34H53N6O13Sr2", "method": "the ωB97M-V functional and the def2-TZVPD basis", "species": ["N", "H", "H", "H", "H", "N", "H", "H", "H", "H", "Sr", "Sr", "C", "C", "O", "H", "H", "H", "H", "H", "C", "C", "O", "H", "H", "H", "H", "H", "C", "C", "O", "H", "H", "H", "H", "H", "C", "C", "O", "H", "H", "H", "H", "H", "C", "C", "O", "H", "H", "H", "H", "H", "C", "C", "C", "C", "C", "C", "N", "O", "O", "H", "H", "H", "H", "H", "C", "C", "C", "C", "C", "C", "N", "O", "O", "H", "H", "H", "H", "H", "C", "C", "C", "C", "C", "C", "N", "O", "O", "H", "H", "H", "H", "H", "C", "C", "C", "C", "C", "C", "N", "O", "O", "H", "H", "H", "H", "H"], "xyz": [[10.6323, 28.1623, -7.6051], [9.9450, 28.8031, -7.9753], [11.1068, 28.4369, -6.7569], [11.3572, 27.9874, -8.2864], [10.3755, 27.2483, -7.2604], [13.8573, 22.2920, -5.6866], [13.8532, 21.3058, -5.4687], [12.9321, 22.4644, -5.3201], [13.8431, 22.6366, -6.6359], [14.4426, 22.8423, -5.0746], [13.3471, 25.1638, -8.4341], [11.2927, 25.6600, -4.8193], [9.9934, 23.5491, -8.5572], [9.8624, 24.7024, -7.5920], [10.9595, 25.4946, -7.4103], [9.1217, 22.8986, -8.4867], [10.7620, 22.8624, -8.2026], [10.1988, 23.7362, -9.6113], [9.6525, 24.3002, -6.6009], [8.9734, 25.3000, -7.7935], [13.7960, 29.8124, -8.1966], [13.6039, 28.9111, -9.3562], [12.9128, 27.5930, -9.2463], [13.9461, 29.3062, -7.2430], [12.8086, 30.2564, -8.0700], [14.5493, 30.5627, -8.4365], [14.5884, 28.8067, -9.8123], [12.8974, 29.4684, -9.9713], [15.9739, 26.2258, -6.1391], [14.8678, 25.7418, -5.2282], [13.7694, 25.2053, -5.9109], [15.5672, 26.8906, -6.9012], [16.5009, 25.4162, -6.6440], [16.7065, 26.7632, -5.5368], [14.4156, 26.4796, -4.5654], [15.3307, 25.0079, -4.5686], [11.6931, 29.8125, -3.1294], [12.1432, 29.2407, -4.4302], [11.4658, 28.1328, -4.8923], [10.6207, 30.0052, -3.0992], [12.3148, 30.6234, -2.7500], [11.7687, 29.1209, -2.2902], [13.2119, 29.0307, -4.3873], [11.8747, 29.9331, -5.2280], [12.5702, 21.0536, -10.1072], [13.6504, 21.4116, -9.1352], [13.6907, 22.6491, -8.4932], [12.6781, 20.0855, -10.5965], [12.3388, 21.8796, -10.7797], [11.7084, 20.9156, -9.4543], [14.5592, 21.2606, -9.7177], [13.6253, 20.6760, -8.3313], [8.4937, 27.3785, -10.4540], [7.8582, 28.4308, -11.1286], [8.4875, 29.0745, -12.1897], [9.7702, 28.5977, -12.6251], [10.3146, 27.4588, -11.9892], [9.7550, 26.9136, -10.9016], [10.4216, 29.1122, -13.8984], [9.8244, 30.0831, -14.4207], [11.2342, 28.4154, -14.4612], [8.0541, 26.9205, -9.5804], [6.8570, 28.7631, -10.8972], [7.9487, 29.9345, -12.5591], [11.1653, 26.9865, -12.4578], [10.2304, 26.1840, -10.2627], [14.2877, 26.2440, -15.3794], [13.4981, 25.1554, -15.6320], [12.7633, 24.6297, -14.6182], [13.0096, 25.0396, -13.2677], [13.7739, 26.2225, -13.1156], [14.4092, 26.8435, -14.1627], [12.4546, 24.2897, -12.1617], [11.8013, 23.2890, -12.4252], [12.6935, 24.6627, -11.0138], [14.9063, 26.6810, -16.1493], [13.4478, 24.7145, -16.6167], [12.3535, 23.6372, -14.7336], [13.8540, 26.6440, -12.1244], [15.0357, 27.7231, -14.1737], [19.4522, 30.5908, -7.2636], [20.4927, 29.8046, -7.6118], [20.2114, 28.7296, -8.4794], [18.9130, 28.5348, -8.9825], [17.9781, 29.5771, -8.8367], [18.2721, 30.6446, -7.9681], [18.5547, 27.3092, -9.7459], [17.4406, 27.3044, -10.3160], [19.3438, 26.3760, -9.6471], [19.6235, 31.4283, -6.6035], [21.4801, 29.9379, -7.1950], [20.9676, 27.9697, -8.6107], [17.1171, 29.6280, -9.4867], [17.5299, 31.4063, -7.7800], [17.3410, 22.8297, -13.8964], [18.1746, 23.8364, -13.4376], [17.8300, 24.3772, -12.2120], [16.6248, 24.1504, -11.5718], [15.7823, 23.2652, -12.2111], [16.0590, 22.6337, -13.4036], [16.3444, 24.5719, -10.2756], [17.2220, 24.3141, -9.4368], [15.3175, 25.2061, -10.1038], [17.6323, 22.1831, -14.7109], [19.1600, 23.9640, -13.8608], [18.5614, 25.0670, -11.8175], [14.8032, 23.1233, -11.7778], [15.4701, 21.8522, -13.8607]], "mulliken_charge": [0.174, 0.424, 0.280, -0.210, 0.104, -0.151, 0.396, 0.283, 0.071, 0.385, 1.031, 1.698, -0.957, -0.553, -0.090, 0.471, 0.057, 0.119, 0.352, 0.109, -1.261, -0.686, -0.030, 0.057, 0.355, 0.421, 0.186, 0.384, -1.108, -0.234, -0.510, 0.078, 0.216, 0.496, 0.103, 0.284, -1.344, 0.057, -0.941, 0.307, 0.361, 0.316, 0.163, 0.133, -0.962, -0.619, -0.545, 0.336, 0.056, 0.327, 0.237, 0.296, -0.781, -0.579, -0.338, -0.574, 0.401, -0.075, 0.902, -0.590, -0.521, 0.439, 0.417, 0.450, 0.276, 0.413, -0.411, -0.693, -1.104, -0.105, 0.729, -1.116, 0.487, -0.709, 0.539, 0.465, 0.468, 0.464, 0.637, 0.496, -0.498, -0.441, -0.297, -0.303, 0.116, -0.570, 1.032, -0.471, -0.551, 0.353, 0.390, 0.415, 0.425, 0.411, -0.447, -1.069, -0.372, -0.021, 0.579, -0.804, 0.830, -0.551, -0.011, 0.395, 0.432, 0.299, 0.354, 0.465], "e_homo_ev": -9.8088, "gap_ev": 5.77, "spin_multiplicity": 1, "lumo_energy_ev": -4.0, "total_charge": 1}